A structure of composition C50H50BNO3P3Sr in a non-equilibrium geometry, computed with ωB97M-V/def2-TZVPD.

Element x y z (Å)
1 Sr -1.625 1.419 1.403
2 O -3.325 0.895 4.381
3 N -2.676 -0.347 4.338
4 C -3.449 -1.343 4.206
5 C -2.883 -2.681 4.185
6 C -3.534 -3.700 4.883
7 C -2.959 -4.951 5.000
8 C -1.739 -5.207 4.391
9 C -1.104 -4.218 3.660
10 C -1.665 -2.948 3.547
11 P -0.887 -1.642 2.521
12 C -0.542 -2.567 0.984
13 C 0.420 -2.046 0.120
14 C 0.710 -2.683 -1.071
15 C 0.018 -3.829 -1.431
16 C -0.968 -4.327 -0.598
17 C -1.255 -3.697 0.602
18 C 0.773 -1.637 3.294
19 C 1.001 -0.672 4.270
20 C 2.217 -0.614 4.923
21 C 3.217 -1.521 4.608
22 C 2.995 -2.483 3.637
23 C 1.781 -2.543 2.978
24 H -2.774 1.450 4.954
25 H -4.533 -1.232 4.176
26 H -4.477 -3.485 5.363
27 H -3.455 -5.721 5.573
28 H -1.287 -6.183 4.482
29 H -0.162 -4.436 3.178
30 H 0.965 -1.152 0.419
31 H 1.488 -2.302 -1.717
32 H 0.243 -4.330 -2.361
33 H -1.515 -5.215 -0.877
34 H -2.026 -4.093 1.247
35 H 0.201 0.017 4.521
36 H 2.388 0.135 5.681
37 H 4.167 -1.477 5.119
38 H 3.769 -3.199 3.400
39 H 1.626 -3.287 2.210
40 C 1.155 1.173 -1.871
41 P 0.903 1.909 -0.182
42 C 2.557 2.129 0.560
43 C 3.482 1.089 0.493
44 C 4.673 1.157 1.191
45 C 4.967 2.266 1.967
46 C 4.036 3.285 2.077
47 C 2.827 3.201 1.411
48 C 0.357 3.590 -0.662
49 C -0.995 3.725 -0.978
50 C -1.543 4.972 -1.219
51 C -0.745 6.103 -1.147
52 C 0.611 5.972 -0.902
53 C 1.164 4.723 -0.671
54 P 1.633 2.376 -3.236
55 C 3.378 2.678 -2.745
56 C 3.807 3.995 -2.635
57 C 5.102 4.279 -2.242
58 C 5.978 3.248 -1.950
59 C 5.565 1.932 -2.088
60 C 4.277 1.646 -2.495
61 C 1.984 1.182 -4.589
62 C 1.428 -0.087 -4.697
63 C 1.754 -0.900 -5.770
64 C 2.613 -0.450 -6.757
65 C 3.137 0.831 -6.678
66 C 2.820 1.641 -5.606
67 H 0.163 0.786 -2.145
68 H 1.844 0.326 -1.817
69 H 3.268 0.210 -0.098
70 H 5.376 0.340 1.132
71 H 5.903 2.325 2.502
72 H 4.250 4.146 2.693
73 H 2.093 3.979 1.565
74 H -1.622 2.841 -1.063
75 H -2.594 5.059 -1.452
76 H -1.177 7.080 -1.301
77 H 1.245 6.845 -0.879
78 H 2.225 4.639 -0.499
79 H 3.116 4.793 -2.873
80 H 5.428 5.305 -2.165
81 H 6.985 3.467 -1.630
82 H 6.255 1.127 -1.881
83 H 3.975 0.616 -2.634
84 H 0.739 -0.455 -3.949
85 H 1.335 -1.894 -5.830
86 H 2.868 -1.091 -7.587
87 H 3.798 1.192 -7.450
88 H 3.229 2.641 -5.544
89 C -3.791 -2.300 -1.625
90 C -4.274 -0.937 -1.150
91 C -4.683 -0.089 -2.357
92 O -3.180 -0.237 -0.513
93 B -3.652 0.424 0.605
94 O -4.938 0.086 0.858
95 C -5.363 -0.970 -0.024
96 C -5.344 -2.259 0.807
97 C -6.786 -0.697 -0.503
98 H -3.077 -2.166 -2.434
99 H -4.628 -2.887 -1.991
100 H -3.293 -2.829 -0.820
101 H -3.809 0.057 -2.989
102 H -5.035 0.890 -2.036
103 H -5.456 -0.588 -2.932
104 H -4.338 -2.458 1.176
105 H -5.696 -3.100 0.219
106 H -6.002 -2.130 1.664
107 H -6.870 0.275 -0.978
108 H -7.455 -0.711 0.351
109 H -7.094 -1.467 -1.204

Summary:
orbital gap: 6.71 eV
HOMO energy: -9.4 eV
charge: +1
maximum force: 2.1 eV/A
relative energy (zero: lowest compared OMol25 entry of this formula, charge and spin): 36.5 kcal per mole


A structure of composition C50H50ClIrN2O3P2Te in a non-equilibrium geometry, computed with ωB97M-V/def2-TZVPD.

Element x y z (Å)
1 Ir -0.258 0.100 0.841
2 N -0.163 1.233 2.952
3 C -0.563 2.646 2.873
4 C -1.839 2.767 2.049
5 N -1.569 2.220 0.719
6 H -0.836 0.740 3.539
7 H 0.740 1.170 3.417
8 H 0.230 3.188 2.358
9 H -0.716 3.082 3.866
10 H -2.137 3.821 2.002
11 H -2.651 2.198 2.508
12 H -0.908 2.839 0.248
13 H -2.422 2.191 0.170
14 C -1.148 -4.578 -3.801
15 C -1.892 -3.234 -3.657
16 C -2.935 -3.072 -4.777
17 C -0.867 -2.126 -3.739
18 C -0.231 -1.841 -4.942
19 C 0.721 -0.843 -5.039
20 C 1.076 -0.113 -3.917
21 C 0.490 -0.395 -2.688
22 P 0.939 0.595 -1.213
23 C 0.733 2.231 -1.995
24 C 1.863 3.112 -2.420
25 C 1.397 4.328 -3.161
26 C 0.091 4.631 -3.349
27 C -0.922 3.755 -2.918
28 C -0.571 2.570 -2.276
29 C 2.719 0.275 -0.995
30 C 3.335 0.824 0.133
31 C 4.694 0.658 0.330
32 C 5.440 -0.097 -0.565
33 C 4.819 -0.693 -1.652
34 C 3.463 -0.519 -1.866
35 C -0.493 -1.388 -2.612
36 O -1.065 -1.572 -1.385
37 C -2.145 -2.404 -1.278
38 C -2.786 -2.405 -0.037
39 C -3.854 -3.261 0.192
40 C -4.286 -4.097 -0.823
41 C -3.657 -4.073 -2.055
42 C -2.587 -3.226 -2.317
43 P -2.108 -1.424 1.340
44 C -3.570 -0.608 2.037
45 C -4.665 -0.346 1.212
46 C -5.795 0.256 1.732
47 C -5.831 0.636 3.065
48 C -4.724 0.432 3.877
49 C -3.592 -0.177 3.366
50 C -1.705 -2.861 2.389
51 C -0.731 -3.716 1.862
52 C -0.442 -4.912 2.491
53 C -1.095 -5.247 3.669
54 C -2.052 -4.397 4.196
55 C -2.371 -3.209 3.557
56 H -0.620 -4.615 -4.748
57 H -1.843 -5.411 -3.765
58 H -0.423 -4.700 -2.999
59 H -2.473 -3.153 -5.754
60 H -3.424 -2.103 -4.702
61 H -3.692 -3.846 -4.715
62 H -0.484 -2.402 -5.826
63 H 1.181 -0.627 -5.990
64 H 1.811 0.674 -3.999
65 H 2.581 2.558 -3.049
66 H 2.176 4.993 -3.501
67 H -0.182 5.547 -3.849
68 H -1.958 3.991 -3.099
69 H -1.346 1.873 -1.977
70 H 2.740 1.387 0.843
71 H 5.177 1.117 1.181
72 H 6.499 -0.235 -0.410
73 H 5.388 -1.302 -2.338
74 H 2.994 -1.008 -2.707
75 H -4.336 -3.275 1.158
76 H -5.107 -4.774 -0.649
77 H -4.004 -4.746 -2.822
78 H -4.638 -0.634 0.171
79 H -6.650 0.422 1.095
80 H -6.717 1.097 3.468
81 H -4.755 0.749 4.908
82 H -2.737 -0.343 4.009
83 H -0.251 -3.459 0.921
84 H 0.281 -5.586 2.060
85 H -0.852 -6.165 4.178
86 H -2.559 -4.663 5.109
87 H -3.154 -2.587 3.962
88 C 3.429 -0.995 3.472
89 Te 1.693 -1.753 2.428
90 C 2.907 -2.825 1.013
91 H 4.112 -0.511 2.782
92 H 3.923 -1.847 3.936
93 H 3.120 -0.306 4.250
94 H 3.204 -3.776 1.446
95 H 3.791 -2.237 0.787
96 H 2.341 -3.005 0.106
97 Cl 5.849 7.332 3.093
98 C 4.850 6.298 2.174
99 C 3.661 5.810 2.724
100 C 2.838 5.005 1.970
101 C 3.188 4.654 0.663
102 C 4.389 5.126 0.125
103 C 5.213 5.942 0.870
104 C 2.268 3.811 -0.134
105 O 2.736 3.577 -1.347
106 O 1.218 3.359 0.294
107 H 3.382 6.079 3.729
108 H 1.903 4.655 2.376
109 H 4.663 4.856 -0.883
110 H 6.131 6.316 0.446

Summary:
orbital gap (spin up / spin down): 4.56 / 4.71 eV
HOMO energy (spin up / spin down): -15.0 / -15.1 eV
charge: +3
maximum force: 1.9 eV/A
spin multiplicity: 2


A structure of composition C50H50CsN9SSeSi, computed with ωB97M-V/def2-TZVPD.

Element x y z (Å)
1 Cs 0.723 -1.814 0.148
2 N -2.823 1.993 1.826
3 C -2.566 3.154 2.591
4 C -3.603 3.984 2.990
5 C -3.338 5.129 3.732
6 C -2.039 5.427 4.109
7 C -1.004 4.572 3.744
8 C -1.263 3.452 2.971
9 S 0.050 2.384 2.456
10 N -0.749 0.917 2.157
11 C -1.989 0.893 1.875
12 C -2.628 -0.427 1.574
13 C -2.834 -1.346 2.592
14 C -3.411 -2.565 2.266
15 C -3.774 -2.806 0.953
16 C -3.535 -1.820 0.007
17 N -2.968 -0.643 0.305
18 H -3.784 1.804 1.608
19 H -4.623 3.736 2.707
20 H -4.157 5.779 4.022
21 H -1.825 6.316 4.691
22 H 0.020 4.781 4.048
23 H -2.509 -1.126 3.601
24 H -3.548 -3.326 3.027
25 H -4.198 -3.757 0.654
26 H -3.772 -1.987 -1.041
27 C 2.947 -0.567 -2.137
28 Si 2.098 0.127 -3.619
29 C 0.994 1.542 -3.067
30 N -0.129 1.104 -2.221
31 C -0.599 2.154 -1.305
32 C -1.357 3.279 -2.008
33 C -2.468 2.708 -2.928
34 C -2.577 1.187 -2.790
35 C -1.227 0.527 -3.044
36 C 1.234 -1.217 -4.587
37 C 1.339 -2.562 -4.213
38 C 0.756 -3.570 -4.975
39 C 0.055 -3.244 -6.127
40 C -0.054 -1.909 -6.520
41 C 0.535 -0.911 -5.760
42 C 3.386 0.838 -4.790
43 C 4.167 -0.023 -5.572
44 C 5.135 0.474 -6.434
45 C 5.340 1.846 -6.534
46 C 4.574 2.718 -5.770
47 C 3.610 2.216 -4.902
48 H 3.264 0.114 -1.341
49 H 3.612 -1.430 -2.242
50 H 0.658 2.140 -3.936
51 H 1.645 2.203 -2.475
52 H 0.262 2.557 -0.774
53 H -1.235 1.693 -0.552
54 H -0.652 3.877 -2.592
55 H -1.774 3.944 -1.248
56 H -2.248 2.949 -3.972
57 H -3.430 3.170 -2.699
58 H -3.286 0.793 -3.520
59 H -2.945 0.913 -1.804
60 H -0.991 0.668 -4.103
61 H -1.302 -0.552 -2.884
62 H 1.872 -2.833 -3.303
63 H 0.832 -4.604 -4.659
64 H -0.405 -4.024 -6.722
65 H -0.599 -1.652 -7.422
66 H 0.452 0.123 -6.089
67 H 4.002 -1.098 -5.521
68 H 5.728 -0.206 -7.034
69 H 6.090 2.235 -7.211
70 H 4.727 3.788 -5.849
71 H 3.018 2.913 -4.310
72 C 0.058 -4.815 5.712
73 C 0.383 -3.586 5.141
74 C 0.113 -3.334 3.803
75 C -0.489 -4.312 2.989
76 C -0.812 -5.550 3.575
77 C -0.540 -5.789 4.914
78 N -0.705 -3.994 1.653
79 N -1.490 -4.854 1.034
80 C -1.716 -4.654 -0.291
81 C -2.560 -5.611 -0.920
82 C -2.859 -5.493 -2.252
83 C -2.314 -4.425 -2.992
84 C -1.497 -3.544 -2.318
85 N -1.191 -3.619 -1.011
86 H 0.272 -5.009 6.759
87 H 0.851 -2.817 5.752
88 H 0.362 -2.369 3.367
89 H -1.262 -6.307 2.948
90 H -0.790 -6.754 5.348
91 H -2.949 -6.421 -0.313
92 H -3.505 -6.221 -2.734
93 H -2.508 -4.297 -4.051
94 H -1.050 -2.713 -2.867
95 C 1.698 0.114 4.919
96 N 2.468 1.238 4.402
97 C 3.329 1.174 3.350
98 Se 3.961 -0.295 2.469
99 N 3.715 2.461 3.126
100 C 3.143 3.342 4.042
101 C 3.259 4.708 4.237
102 C 2.538 5.263 5.288
103 C 1.721 4.474 6.100
104 C 1.601 3.104 5.890
105 C 2.332 2.558 4.850
106 H 2.090 -0.799 4.480
107 H 0.647 0.225 4.647
108 H 1.794 0.065 6.003
109 H 4.358 2.688 2.395
110 H 3.893 5.316 3.598
111 H 2.606 6.329 5.477
112 H 1.170 4.938 6.909
113 H 0.965 2.488 6.518

Summary:
orbital gap (spin up / spin down): 4.49 / 7.40 eV
HOMO energy (spin up / spin down): -5.3 / -7.3 eV
maximum force: 0.8 eV/A
relative energy (zero: lowest compared OMol25 entry of this formula, charge and spin): 8.3 kcal per mole


A structure of composition C50H52Cl2F9NOPPtSTe in a non-equilibrium geometry, computed with ωB97M-V/def2-TZVPD.

Element x y z (Å)
1 Pt 0.346 -0.302 0.406
2 Cl -2.945 0.907 2.720
3 C -1.643 1.194 3.881
4 Cl -0.076 1.076 3.072
5 H -1.681 0.435 4.661
6 H -1.745 2.196 4.300
7 C 2.823 -3.135 -1.959
8 S 1.085 -3.139 -1.418
9 C 0.422 -4.039 -2.861
10 O 0.618 -1.698 -1.629
11 H 3.139 -4.163 -2.103
12 H 3.431 -2.672 -1.189
13 H 2.910 -2.575 -2.885
14 H 0.679 -5.086 -2.733
15 H 0.857 -3.661 -3.781
16 H -0.658 -3.927 -2.874
17 C -0.441 0.366 -5.916
18 Te -0.547 -0.161 -3.818
19 C -2.561 0.557 -4.047
20 C -2.724 1.197 -5.378
21 C -3.880 1.895 -5.704
22 C -4.003 2.474 -6.954
23 C -2.974 2.341 -7.893
24 C -1.826 1.642 -7.576
25 C -1.686 1.072 -6.315
26 H -0.317 -0.562 -6.484
27 H 0.443 0.970 -6.131
28 H -2.808 1.236 -3.233
29 H -3.234 -0.296 -3.956
30 H -4.675 1.989 -4.979
31 H -4.891 3.026 -7.217
32 H -3.068 2.795 -8.867
33 H -1.037 1.538 -8.302
34 F 5.284 -7.019 2.629
35 C 4.969 -6.592 1.404
36 F 4.318 -7.579 0.781
37 F 6.110 -6.380 0.745
38 C 4.131 -5.330 1.470
39 C 2.744 -5.425 1.506
40 C 1.983 -4.275 1.588
41 C 2.607 -3.027 1.683
42 C 3.997 -2.941 1.637
43 C 4.758 -4.092 1.523
44 P 1.544 -1.569 1.969
45 C 0.379 -2.225 3.200
46 C -0.981 -2.019 2.969
47 C -1.926 -2.525 3.842
48 C -1.505 -3.250 4.952
49 C -0.155 -3.504 5.163
50 C 0.789 -2.993 4.288
51 C -2.525 -3.763 5.953
52 F -3.031 -4.945 5.589
53 F -1.983 -3.906 7.160
54 F -3.551 -2.906 6.059
55 C 2.685 -0.327 2.665
56 C 3.452 0.327 1.696
57 C 4.289 1.367 2.043
58 C 4.339 1.778 3.371
59 C 3.594 1.129 4.344
60 C 2.778 0.061 3.996
61 C 5.146 3.017 3.699
62 F 5.424 3.134 4.988
63 F 4.434 4.106 3.326
64 F 6.291 3.059 3.018
65 H 2.266 -6.392 1.477
66 H 0.905 -4.345 1.619
67 H 4.498 -1.988 1.718
68 H 5.835 -4.032 1.482
69 H -1.298 -1.442 2.100
70 H -2.980 -2.356 3.674
71 H 0.155 -4.091 6.015
72 H 1.838 -3.191 4.458
73 H 3.381 0.009 0.660
74 H 4.890 1.866 1.298
75 H 3.658 1.464 5.368
76 H 2.208 -0.441 4.765
77 C -5.755 1.961 -0.876
78 C -4.568 1.064 -0.790
79 C -4.752 -0.319 -0.671
80 C -3.659 -1.190 -0.574
81 C -3.867 -2.665 -0.493
82 C -2.394 -0.646 -0.547
83 C -2.156 0.759 -0.621
84 C -3.289 1.590 -0.812
85 N -0.882 1.160 -0.486
86 C -0.366 2.497 -0.559
87 C -0.969 3.411 0.537
88 C -0.326 4.787 0.480
89 C -0.555 5.419 -0.887
90 C 0.083 4.534 -1.962
91 C 1.587 4.430 -1.692
92 C 1.790 3.803 -0.319
93 C 1.177 4.690 0.760
94 C 1.159 2.413 -0.289
95 C -0.560 3.148 -1.944
96 H -6.466 1.714 -0.090
97 H -6.281 1.833 -1.823
98 H -5.472 3.004 -0.773
99 H -5.755 -0.718 -0.651
100 H -4.557 -3.005 -1.262
101 H -4.311 -2.926 0.465
102 H -2.928 -3.205 -0.590
103 H -1.526 -1.305 -0.483
104 H -3.190 2.657 -0.924
105 H -0.791 2.953 1.508
106 H -2.044 3.500 0.398
107 H -0.784 5.403 1.260
108 H -0.123 6.419 -0.923
109 H -1.628 5.520 -1.075
110 H -0.070 4.982 -2.948
111 H 2.039 5.420 -1.720
112 H 2.060 3.827 -2.468
113 H 2.863 3.713 -0.121
114 H 1.629 5.680 0.734
115 H 1.349 4.274 1.753
116 H 1.319 1.966 0.705
117 H 1.616 1.779 -1.059
118 H -0.103 2.505 -2.713
119 H -1.621 3.227 -2.181

Summary:
orbital gap (spin up / spin down): 3.77 / 3.77 eV
HOMO energy (spin up / spin down): -15.1 / -15.1 eV
charge: +3
maximum force: 2.2 eV/A